No. 1
The following is a DFT calculation (wB97M-V/def2-TZVPD) of a molecular structure, C33H52CrN3O3P2 in a non-equilibrium geometry.

```
! wB97M-V def2-TZVPD RIJCOSX def2/J DEFGRID3
* xyz 1 5
C -1.151 0.526 -2.376
C -1.687 -1.249 -0.938
C -2.181 0.171 -3.245
C -2.638 -1.724 -1.844
C -2.916 -0.987 -2.984
H -2.345 0.790 -4.119
H -3.151 -2.655 -1.595
H -3.686 -1.301 -3.644
N -0.957 -0.111 -1.208
P 1.377 1.520 -1.720
P -1.113 -0.827 1.767
C -0.191 1.677 -2.676
H 0.009 1.732 -3.759
H -0.678 2.635 -2.403
C 1.546 1.211 1.447
O 2.302 1.656 2.244
C -1.355 -1.899 0.359
H -1.790 -2.896 0.522
C -0.392 -1.951 3.153
C -2.917 -0.402 2.152
C 2.470 0.439 -2.821
C 2.001 3.285 -1.598
C 1.114 -1.636 3.287
H 1.283 -0.581 3.515
H 1.509 -2.241 4.110
H 1.669 -1.889 2.386
C -1.052 -1.641 4.501
H -0.923 -0.588 4.780
H -2.115 -1.903 4.515
H -0.557 -2.249 5.271
C -0.553 -3.447 2.839
H -0.142 -4.004 3.691
H -1.598 -3.750 2.738
H -0.003 -3.736 1.940
C -2.918 0.605 3.327
H -2.082 1.306 3.244
H -3.849 1.177 3.286
H -2.875 0.109 4.295
C -3.550 0.302 0.939
H -2.946 1.163 0.624
H -3.681 -0.375 0.092
H -4.540 0.670 1.236
C -3.713 -1.684 2.473
H -3.178 -2.623 2.281
H -4.046 -1.689 3.520
H -4.618 -1.712 1.850
C 3.382 3.308 -0.903
H 3.630 4.353 -0.690
H 3.361 2.765 0.047
H 4.168 2.903 -1.542
C 1.015 4.065 -0.707
H -0.002 4.045 -1.109
H 0.999 3.664 0.312
H 1.346 5.110 -0.665
C 2.068 3.983 -2.970
H 2.120 5.065 -2.795
H 2.963 3.707 -3.533
H 1.181 3.790 -3.581
C 1.782 -0.900 -3.105
H 2.380 -1.449 -3.849
H 1.734 -1.530 -2.207
H 0.763 -0.784 -3.506
C 3.782 0.158 -2.064
H 3.590 -0.282 -1.076
H 4.365 -0.567 -2.651
H 4.396 1.055 -1.938
C 2.764 1.100 -4.173
H 1.847 1.391 -4.705
H 3.429 1.968 -4.090
H 3.283 0.358 -4.801
Cr 0.487 0.392 0.135
N 1.387 -1.363 0.047
C 0.745 -2.383 -0.020
C 0.908 -3.775 -0.423
C 2.228 -4.189 -0.327
C -0.103 -4.630 -0.922
C 2.576 -5.478 -0.700
H 2.955 -3.464 0.044
C 0.256 -5.920 -1.295
H -1.134 -4.275 -1.036
C 1.588 -6.348 -1.183
H 3.617 -5.782 -0.607
H -0.498 -6.608 -1.680
H 1.867 -7.358 -1.477
N -1.226 5.426 2.500
C -2.070 4.462 1.761
C -1.157 3.232 1.672
O -0.319 3.140 2.574
O -1.317 2.459 0.663
H -0.574 4.808 3.075
H -1.769 6.079 3.069
H -0.666 5.991 1.839
H -2.956 4.234 2.356
H -2.360 4.848 0.783
*
```

The value obtained for the LUMO energy (alpha / beta) is -2.5 / -2.7 eV. The total energy comes out at -3405.60632 a.u. The orbital gap (alpha / beta) comes out at 6.3603 / 6.6316 eV. For the molar mass, the calculation gives 652.74 g mol⁻¹. Its expectation value of S² is 6.037.

No. 2
The following is a DFT calculation (wB97M-V/def2-TZVPD) of 6 unconnected molecules or ions with the total composition C7H26N10O7 in a non-equilibrium geometry.

```
! wB97M-V def2-TZVPD RIJCOSX def2/J DEFGRID3
* xyz 0 1
C -2.787 -2.606 -0.258
C -2.923 -1.497 -1.305
O -2.462 -1.843 -2.606
O -1.444 -2.718 0.217
H -3.051 -3.595 -0.643
H -3.470 -2.316 0.548
H -2.458 -0.548 -1.052
H -3.994 -1.284 -1.398
H -2.865 -2.670 -2.881
H -1.357 -3.457 0.827
C -1.173 4.296 1.442
O -2.056 3.461 1.232
N -1.424 5.648 1.481
N 0.148 3.945 1.525
H -2.284 6.087 1.230
H -0.605 6.163 1.741
H 0.806 4.695 1.579
H 0.390 2.967 1.315
C -3.461 3.566 -2.156
O -4.470 3.402 -1.474
N -3.525 4.062 -3.440
N -2.202 3.256 -1.731
H -4.368 4.471 -3.785
H -2.674 4.049 -3.964
H -1.479 3.503 -2.378
H -2.000 2.834 -0.844
C 4.354 -1.546 -0.206
O 4.709 -2.219 0.761
N 4.213 -2.042 -1.489
N 3.998 -0.241 -0.094
H 3.765 -1.449 -2.157
H 4.540 -2.953 -1.746
H 3.877 0.187 0.808
H 3.802 0.303 -0.912
C 0.544 0.509 0.598
O 1.282 1.502 0.694
N -0.798 0.567 0.907
N 0.970 -0.720 0.247
H -1.204 1.487 1.001
H -1.410 -0.222 0.963
H 0.323 -1.490 0.294
H 1.960 -0.790 0.067
C 2.465 -4.666 2.470
O 1.825 -5.444 3.182
N 1.972 -4.043 1.377
N 3.832 -4.494 2.639
H 2.604 -3.454 0.861
H 1.002 -4.038 1.146
H 4.156 -3.791 1.990
H 4.406 -4.826 3.379
*
```

As for the SMILES: NC(N)=O.NC(N)=O.NC(N)=O.NC(N)=O.NC(N)=O.OCCO. The value obtained for the LUMO energy is 0.3 eV. The total energy comes out at -1356.74272 a.u. The orbital gap comes out at 9.6907 eV. For the molar mass, the calculation gives 362.35 g mol⁻¹.

No. 3
The following is a DFT calculation (wB97M-V/def2-TZVPD) of a single C6H10N2O2S2 molecule in a non-equilibrium geometry.

```
! wB97M-V def2-TZVPD RIJCOSX def2/J DEFGRID3
* xyz 0 1
C 1.411 -0.799 1.261
C 2.030 0.230 0.394
C -0.038 -0.731 1.501
C 1.356 0.504 -0.886
C -0.663 -0.733 0.120
C -0.155 0.562 -0.642
N -2.925 -0.778 -1.381
N -0.924 0.959 -1.861
O -2.757 0.982 0.153
O -3.210 1.524 -2.518
S -2.552 -0.584 0.201
S -2.397 0.707 -1.685
H 1.675 -1.763 0.772
H 1.974 -0.633 2.357
H 2.192 1.131 0.962
H 3.127 0.032 0.314
H -0.327 -1.563 2.279
H -0.485 0.090 2.039
H 1.896 1.350 -1.325
H 1.580 -0.353 -1.585
H -0.509 -1.604 -0.411
H -0.299 1.471 -0.058
*
```

The value obtained for the LUMO energy is 0.2 eV. The total energy comes out at -1290.81251 a.u. The orbital gap comes out at 9.6661 eV. For the molar mass, the calculation gives 206.29 g mol⁻¹.

No. 4
The following is a DFT calculation (wB97M-V/def2-TZVPD) of a molecular structure, C17H15BrCl3MoN3O4S in a non-equilibrium geometry.

```
! wB97M-V def2-TZVPD RIJCOSX def2/J DEFGRID3
* xyz 2 3
Mo -0.468 0.461 1.038
Br -4.580 -3.706 1.405
C -3.697 -2.222 2.140
C -4.148 -1.612 3.311
C -3.433 -0.528 3.807
C -2.331 -0.068 3.112
N -1.919 -0.637 1.965
C -2.571 -1.706 1.501
H -5.034 -1.974 3.813
H -3.734 -0.052 4.728
H -1.732 0.783 3.472
H -2.183 -2.161 0.592
S 0.875 -1.010 2.476
C 2.487 -0.624 1.966
N 3.472 -0.384 2.802
C 4.732 -0.180 2.100
C 4.344 -0.446 0.630
N 2.903 -0.656 0.715
H 3.377 -0.259 3.797
H 5.485 -0.877 2.474
H 5.091 0.841 2.248
H 4.822 -1.342 0.226
H 4.570 0.399 -0.021
H 2.314 -0.798 -0.092
Cl 3.423 3.372 0.880
C 2.016 3.240 -0.167
Cl 1.456 4.803 -0.739
Cl 2.422 2.147 -1.541
C 0.919 2.438 0.501
O -0.246 2.443 0.074
O 1.225 1.648 1.433
O -1.814 0.153 -0.492
C -0.908 0.076 -1.384
O 0.273 0.034 -0.875
C -1.204 -0.011 -2.792
C -0.195 -0.273 -3.736
C -0.531 -0.407 -5.067
C -1.851 -0.229 -5.476
C -2.853 0.038 -4.547
C -2.543 0.133 -3.208
H 0.827 -0.390 -3.406
H 0.229 -0.648 -5.794
H -2.103 -0.294 -6.523
H -3.873 0.170 -4.873
H -3.311 0.313 -2.472
*
```

The value obtained for the LUMO energy (alpha / beta) is -7.8 / -7.9 eV. The total energy comes out at -5542.54978 a.u. The orbital gap (alpha / beta) comes out at 7.1525 / 7.0507 eV. For the molar mass, the calculation gives 639.59 g mol⁻¹. Its expectation value of S² is 2.018.

No. 5
The following is a DFT calculation (wB97M-V/def2-TZVPD) of a single C27H24N2O4S molecule.

```
! wB97M-V def2-TZVPD RIJCOSX def2/J DEFGRID3
* xyz 0 1
C -4.625 3.529 -1.990
H -5.274 2.748 -2.384
O -3.440 2.875 -1.606
C -2.461 3.594 -0.970
C -2.488 4.971 -0.812
C -1.438 5.617 -0.180
C -0.359 4.896 0.290
C -0.328 3.518 0.138
C -1.372 2.853 -0.477
C -1.419 1.346 -0.677
C -2.621 0.778 0.033
C -3.078 1.060 1.283
C -4.208 0.286 1.628
C -4.578 -0.569 0.641
S -3.556 -0.457 -0.733
H -5.390 -1.268 0.633
H -4.718 0.365 2.572
H -2.618 1.787 1.927
O -1.444 1.023 -2.056
H -2.240 1.436 -2.420
C -0.267 0.567 -0.020
O 0.201 0.821 1.065
N 0.132 -0.477 -0.785
N 0.938 -1.479 -0.246
C 0.282 -2.541 0.325
O -0.931 -2.602 0.314
C 1.147 -3.627 0.858
C 0.767 -4.243 2.046
C 1.524 -5.275 2.568
C 2.653 -5.714 1.896
C 3.018 -5.123 0.697
C 2.271 -4.082 0.176
H 2.554 -3.635 -0.765
H 3.888 -5.476 0.164
H 3.244 -6.521 2.301
H 1.231 -5.742 3.497
H -0.122 -3.896 2.552
C 2.288 -1.120 -0.011
C 2.803 -1.158 1.279
C 4.118 -0.806 1.510
C 4.916 -0.395 0.456
C 4.395 -0.341 -0.824
C 3.080 -0.701 -1.084
C 2.531 -0.652 -2.477
H 1.877 0.212 -2.597
H 3.338 -0.575 -3.201
H 1.946 -1.545 -2.694
H 5.020 -0.017 -1.644
H 5.943 -0.112 0.631
H 4.514 -0.839 2.514
H 2.161 -1.453 2.095
H -0.429 -0.719 -1.594
H 0.507 2.958 0.523
H 0.462 5.399 0.778
H -1.473 6.690 -0.061
H -3.321 5.550 -1.178
H -4.439 4.274 -2.770
H -5.112 4.006 -1.135
*
```

As for the SMILES: COc1ccccc1[C@@](O)(C(=O)NN(C(=O)c1ccccc1)c1ccccc1C)c1cccs1. The value obtained for the LUMO energy is 0.6 eV. The total energy comes out at -1851.93612 a.u. The orbital gap comes out at 9.0657 eV. For the molar mass, the calculation gives 472.57 g mol⁻¹.

No. 6
The following is a DFT calculation (wB97M-V/def2-TZVPD) of 4 unconnected molecules or ions with the total composition C12H20F4O9P in a non-equilibrium geometry.

```
! wB97M-V def2-TZVPD RIJCOSX def2/J DEFGRID3
* xyz -1 1
C 1.470 1.776 1.012
C 1.463 1.448 -0.620
F 2.675 0.596 -0.854
C 1.476 2.868 -1.440
P 2.440 2.810 -3.108
H 1.055 0.818 1.546
H 0.923 2.771 1.292
H 2.605 1.874 1.357
H 0.477 0.887 -0.918
H 0.388 3.223 -1.707
H 1.951 3.732 -0.768
H 2.622 4.249 -3.071
H 1.237 2.978 -3.901
H 2.267 1.381 -3.256
H 3.658 2.652 -2.306
H 3.297 2.750 -4.299
C -1.531 0.634 5.654
C -0.793 0.195 4.436
O -0.032 1.329 4.085
C 0.205 1.974 5.262
O 1.052 2.839 5.410
O -0.619 1.529 6.259
F -1.649 -0.072 3.424
H -2.459 1.166 5.419
H -1.764 -0.200 6.322
H -0.128 -0.660 4.597
C 2.400 -2.662 -4.864
C 1.732 -1.330 -4.842
O 2.511 -0.555 -5.724
C 3.017 -1.444 -6.625
O 3.511 -1.129 -7.694
O 2.895 -2.734 -6.186
F 1.803 -0.775 -3.611
H 3.236 -2.728 -4.160
H 1.704 -3.480 -4.661
H 0.692 -1.344 -5.184
C -4.644 -2.730 1.397
C -5.470 -2.581 2.629
O -4.645 -3.103 3.645
C -3.371 -2.874 3.219
O -2.388 -2.934 3.939
O -3.329 -2.562 1.888
F -6.587 -3.340 2.555
H -4.737 -3.722 0.942
H -4.881 -1.975 0.643
H -5.737 -1.546 2.867
*
```

The value obtained for the LUMO energy is 1.7 eV. The total energy comes out at -1887.06546 a.u. The orbital gap comes out at 4.4257 eV. For the molar mass, the calculation gives 415.25 g mol⁻¹.

No. 7
The following is a DFT calculation (wB97M-V/def2-TZVPD) of a single C9H8N2S molecule in a non-equilibrium geometry.

```
! wB97M-V def2-TZVPD RIJCOSX def2/J DEFGRID3
* xyz 0 1
C -0.384 0.131 -2.722
C 1.271 0.852 -1.069
C -1.024 2.213 0.244
C -0.829 1.930 -1.026
C -0.547 1.317 1.316
C -0.103 0.591 -1.378
C -0.495 -0.538 -0.348
C -0.188 0.041 0.959
C 0.968 -2.630 1.804
N -0.524 -0.248 -3.792
N 2.344 1.229 -1.060
S 0.567 -0.877 2.272
H -1.376 3.186 0.397
H -1.007 2.437 -1.913
H -0.150 1.760 2.226
H -1.558 -0.810 -0.391
H 0.001 -1.584 -0.515
H 1.477 -3.119 2.534
H 1.557 -2.712 0.847
H -0.001 -3.171 1.614
*
```

As for the SMILES: CSC1=CC=CC(C#N)(C#N)C1. The value obtained for the LUMO energy is 0.0 eV. The total energy comes out at -855.34361 a.u. The orbital gap comes out at 8.4103 eV. For the molar mass, the calculation gives 176.24 g mol⁻¹.

No. 8
The following is a DFT calculation (wB97M-V/def2-TZVPD) of a molecular structure, C4H8O2 in a non-equilibrium geometry.

```
! wB97M-V def2-TZVPD RIJCOSX def2/J DEFGRID3
* xyz 0 1
C -0.555 1.256 0.379
C -0.068 0.018 -0.337
C -1.025 -1.107 -0.222
C 1.331 -0.241 0.025
H -1.938 1.403 0.270
H -0.028 2.196 0.182
H -0.641 1.253 1.734
H -0.133 -0.039 -1.538
H -1.918 -1.055 -0.404
H -1.122 -1.703 0.837
H -0.612 -1.985 -0.891
H 2.925 0.639 -0.237
O 2.081 0.677 -0.366
O 1.704 -1.314 0.567
*
```

The value obtained for the LUMO energy is 0.7 eV. The total energy comes out at -307.54957 a.u. The orbital gap comes out at 10.7047 eV. For the molar mass, the calculation gives 88.11 g mol⁻¹.